This record from the OMol25 dataset describes a structure of composition H13Na3O7. The level of theory is ωB97M-V/def2-TZVPD.

The geometry in ORCA input format:
```
! wB97M-V def2-TZVPD RIJCOSX def2/J DEFGRID3
* xyz 2 1
Na 2.3701 -2.4265 -0.7139
Na 0.1359 -1.8448 -3.3826
Na 2.2787 0.6536 -1.8380
O 0.4709 -0.7729 -0.9737
H 0.4049 -0.0134 -0.3627
O -2.2261 1.1097 1.5611
H -2.3616 0.2270 1.9057
H -2.1750 0.9918 0.6125
O -1.6137 0.8211 -0.8384
H -0.8887 0.2354 -1.0564
H -1.2520 1.7009 -0.9454
O -1.2912 -2.7536 -1.3846
H -0.6213 -2.1452 -1.0727
H -1.0764 -3.5848 -0.9612
O 0.5218 2.1380 1.8057
H -0.4346 2.1536 1.8414
H 0.7637 1.3074 2.2152
O 0.4629 -1.9615 1.4239
H 0.4062 -1.4831 0.5968
H -0.3359 -2.4882 1.4517
O 2.4040 2.4376 -0.0826
H 2.2963 3.3248 -0.4253
H 1.7610 2.3733 0.6235
*
```

Here are the Mulliken charges for atoms 1 to 8, given in e: 0.98 0.96 0.96 -1.44 0.32 -0.67 0.28 0.44

***

This record from the OMol25 dataset describes a cluster of 2 separate species, C4H4ClNOS in total. The level of theory is ωB97M-V/def2-TZVPD.

The geometry in ORCA input format:
```
! wB97M-V def2-TZVPD RIJCOSX def2/J DEFGRID3
* xyz 0 1
C 3.4769 -1.0168 0.3172
C 2.1099 -0.2766 -1.1473
C -2.3822 1.5420 0.3555
C 2.2358 0.6524 -0.1588
N 3.0799 0.1034 0.7921
O 2.9183 -1.3540 -0.8502
S -1.3072 1.3343 -0.7927
Cl 1.3985 2.1224 0.1009
H 4.0964 -1.7340 0.8156
H 1.4838 0.0164 -1.9536
H -2.7289 2.4829 0.8346
H -3.0718 0.8539 0.9098
*
```

Values from the calculation:
- SMILES = Clc1cocn1.C=S

Here are the Mulliken charges for atoms 1 to 8, given in e: 0.09 -0.15 -0.30 0.29 -0.51 -0.35 -0.18 -0.14

***

This record from the OMol25 dataset describes a structure of composition C6H5N2O4PtS3. The level of theory is ωB97M-V/def2-TZVPD.

The geometry in ORCA input format:
```
! wB97M-V def2-TZVPD RIJCOSX def2/J DEFGRID3
* xyz -2 4
Pt -1.3275 -0.1566 -0.6867
O 0.6531 -0.1135 -0.2854
N 1.1839 1.0693 0.1679
C 2.5009 0.9667 0.6146
C 3.1023 2.0455 1.1981
C 2.4265 3.2664 1.3351
C 1.0845 3.3303 0.8191
C 0.4761 2.2401 0.2452
S -1.1538 2.2598 -0.4043
H 2.9495 0.0001 0.4587
H 4.1240 1.9277 1.5436
H 2.8851 4.1183 1.8180
H 0.5095 4.2462 0.8618
N -4.2465 -0.5074 -1.3910
C -3.0922 -0.3674 -1.1112
H -4.9948 -0.8831 -0.8355
O -0.7200 -5.4652 0.2405
S -1.4670 -4.9086 -0.8725
O -2.9041 -5.0774 -0.7584
O -0.9314 -5.2103 -2.1908
S -1.0580 -2.7808 -0.7669
*
```

Values from the calculation:
- <S²> = 3.78

Here are the Mulliken charges for atoms 1 to 8, given in e: 0.26 -0.61 0.24 -0.54 -0.46 -0.39 -0.65 0.37

***

Here are the calculated total energy numbers, same order: -1020.89081, -1143.10275, -1955.90194 (Ha).
Here are the calculated maximum force numbers, same order: 2.4, 2.8, 0.5 (eV Å⁻¹).
Here are the calculated relative energy (zero: lowest compared OMol25 entry of this formula, charge and spin) numbers, same order: 0.0, 53.0, 33.8 (kcal per mole).